## 1
9
Properties=species:S:1:pos:R:3:lowdin_charge:R:1 method="wB97M-V/def2-TZVPD" lumo_energy_ev="-0.54 / -0.54" gap_ev="7.47 / 7.47"
C 0.114 0.878 0.244 -0.453
C 0.215 0.009 1.510 -0.506
N -0.002 -1.111 0.542 -0.017
N 0.060 -0.318 -0.488 -0.351
N 0.450 -0.583 -1.676 0.135
S -1.313 0.841 1.458 0.793
H 0.344 1.903 -0.137 0.124
H -0.362 -2.067 0.623 0.167
H 0.494 0.448 -2.076 0.109



## 2
9
Properties=species:S:1:pos:R:3:lowdin_charge:R:1 method="wB97M-V/def2-TZVPD" lumo_energy_ev=0.75 gap_ev=9.48
C -1.323 -1.172 1.301 0.086
C 1.708 0.726 -0.167 -0.895
N -1.039 -0.950 0.173 -0.228
N 0.902 1.487 -0.593 0.132
N -0.947 -0.865 -1.068 0.054
S 2.691 -0.439 0.289 0.633
H -1.010 -1.027 2.359 0.075
H 0.353 2.335 -0.764 0.114
H -1.334 -0.094 -1.530 0.030



Which of them is most stable? Easy: 2.



## 1
26
Properties=species:S:1:pos:R:3:lowdin_charge:R:1 method="wB97M-V/def2-TZVPD" lumo_energy_ev=3.32 gap_ev=7.89 charge=-1
C 2.493 -0.398 -3.156 -0.066
C 0.138 -0.491 -2.162 -0.052
C 0.515 -0.518 0.017 -0.213
C 1.495 -0.432 -2.030 -0.244
C 1.770 -0.426 -0.631 -0.151
C 0.451 -0.562 1.414 -0.011
C 1.617 -0.405 2.124 -0.123
C 2.943 -0.379 0.135 -0.048
C 2.860 -0.427 1.511 -0.135
N -0.448 -0.552 -0.924 0.087
H -1.469 -0.495 -0.713 0.086
H -0.516 -0.526 -3.014 0.118
H -0.528 -0.677 1.871 0.097
H 2.747 0.610 -3.466 0.064
H 2.126 -0.940 -4.035 0.068
H 1.654 -0.379 3.213 0.094
H 3.880 -0.377 -0.416 0.097
H 3.776 -0.543 2.017 0.073
H 3.397 -0.927 -2.868 0.060
C -2.703 1.117 2.227 -0.050
C -3.215 0.995 0.761 -0.740
O -2.714 0.045 0.086 -0.115
O -3.984 1.880 0.381 -0.056
H -2.619 0.219 2.830 0.050
H -3.341 1.855 2.701 0.048
H -1.720 1.595 2.105 0.065



## 2
26
Properties=species:S:1:pos:R:3:lowdin_charge:R:1 method="wB97M-V/def2-TZVPD" lumo_energy_ev=2.76 gap_ev=6.46 charge=-1
C 2.013 -2.434 -3.503 -0.060
C 0.578 -2.373 -3.959 -0.851
O -0.335 -2.546 -3.106 -0.128
O 0.373 -2.070 -5.135 -0.092
H 2.187 -3.540 -3.448 0.078
H 2.108 -2.230 -2.482 0.021
H 2.663 -1.884 -4.177 0.060
C -1.474 1.571 3.761 -0.092
C 0.524 0.755 0.785 -0.172
C -0.745 0.965 1.450 -0.161
C -0.476 1.329 2.798 -0.261
C 0.952 1.347 2.874 -0.017
C -0.605 0.243 -1.245 -0.061
C 0.553 0.402 -0.576 -0.041
C -1.884 0.462 -0.595 -0.096
C -1.871 0.652 0.709 -0.099
N 1.591 0.944 1.670 0.106
H -0.576 -0.082 -2.352 0.133
H 1.442 0.245 -1.055 0.077
H -2.776 0.113 -1.133 0.109
H -2.831 0.591 1.422 0.146
H 2.488 1.079 1.373 0.104
H 1.365 1.659 3.689 0.040
H -1.038 1.378 4.718 0.066
H -2.258 0.820 3.672 0.077
H -1.968 2.606 3.845 0.114



## 3
26
Properties=species:S:1:pos:R:3:lowdin_charge:R:1 method="wB97M-V/def2-TZVPD" lumo_energy_ev=3.37 gap_ev=7.82 charge=-1
C -1.436 -3.047 -0.923 -0.064
C -1.610 -0.640 0.082 -0.055
C 0.520 -0.179 0.492 -0.218
C -0.915 -1.748 -0.355 -0.248
C 0.463 -1.460 -0.171 -0.149
C 1.753 0.357 0.838 -0.038
C 2.919 -0.389 0.679 -0.124
C 1.622 -2.253 -0.190 -0.055
C 2.838 -1.667 0.124 -0.141
N -0.749 0.289 0.565 0.076
H -1.046 1.323 0.866 0.079
H -2.685 -0.553 0.108 0.122
H 1.803 1.421 1.061 0.104
H -0.663 -3.469 -1.563 0.064
H -2.274 -2.793 -1.559 0.060
H 3.814 0.170 0.906 0.083
H 1.536 -3.317 -0.381 0.096
H 3.730 -2.276 0.022 0.081
H -1.811 -3.749 -0.179 0.066
C -0.578 3.556 -0.437 -0.028
C -1.801 3.308 0.457 -0.728
O -1.708 2.490 1.441 -0.102
O -2.828 3.928 0.153 -0.054
H -0.914 3.595 -1.470 0.064
H 0.065 2.671 -0.463 0.044
H -0.046 4.433 -0.103 0.063



Which of them is most stable? Easy: 1.



## 1
49
Properties=species:S:1:pos:R:3:lowdin_charge:R:1 method="wB97M-V/def2-TZVPD" lumo_energy_ev=0.17 gap_ev=8.54 smiles="CC(C)OCCCNC(=O)c1cccc(NC(=O)c2ccccc2)c1"
C 3.533 -1.766 1.304 -0.014
H 2.840 -1.068 1.437 0.032
H 3.298 -2.357 0.419 0.091
H 3.762 -2.369 2.090 0.055
C 4.758 -1.205 0.598 -0.643
C 5.802 -2.096 0.463 -0.096
H 6.037 -2.714 1.458 0.148
H 6.717 -1.456 -0.061 0.135
H 5.477 -2.661 -0.468 0.108
O 4.433 -0.296 -0.404 -0.212
C 5.046 1.163 -0.502 -0.170
C 4.375 2.205 0.184 -0.239
H 4.217 1.555 1.159 0.168
H 5.238 2.990 0.455 0.184
C 3.231 2.680 -0.527 -0.166
N 2.174 1.665 -0.569 0.106
C 1.209 1.322 0.157 -0.537
O 0.875 2.131 1.144 -0.010
C 0.401 0.458 -0.392 -0.170
C -1.099 0.526 0.009 0.250
C -1.981 -0.547 -0.572 -0.330
C -1.533 -1.612 -0.890 -0.069
C -0.060 -1.722 -1.190 -0.051
C 0.745 -0.760 -0.727 -0.137
H 1.868 -0.763 -1.290 0.169
H 0.421 -2.724 -1.688 0.153
H -2.071 -2.696 -1.327 0.193
N -3.280 -0.307 -0.332 0.129
C -4.163 0.594 0.093 -0.436
O -3.617 1.715 0.184 0.060
C -5.531 0.434 0.035 -0.232
C -6.472 1.280 -0.447 -0.067
C -7.772 1.124 -0.221 -0.024
C -8.302 -0.243 0.241 -0.074
C -7.425 -1.153 0.698 -0.057
C -5.986 -0.671 0.642 -0.008
H -5.321 -1.623 0.802 0.137
H -7.765 -1.994 1.371 0.121
H -9.362 -0.245 0.346 0.080
H -8.609 1.976 -0.472 0.158
H -5.968 2.161 -0.537 0.099
H -3.953 -1.251 -0.270 0.196
H -1.543 1.339 0.375 0.051
H 2.444 0.858 -1.349 0.202
H 3.428 3.248 -1.406 0.130
H 2.925 3.364 0.248 0.122
H 6.234 0.715 -0.175 0.185
H 5.225 1.062 -1.550 0.101
H 5.097 -0.267 1.452 0.175



## 2
49
Properties=species:S:1:pos:R:3:lowdin_charge:R:1 method="wB97M-V/def2-TZVPD" lumo_energy_ev=0.67 gap_ev=7.96 smiles="COc1ccc(CCC(=O)Nc2ccc(N3CCOCC3)cc2)cc1"
C -4.863 -3.805 0.835 -0.094
H -5.008 -3.312 1.802 0.096
O -3.766 -3.266 0.140 -0.086
C -3.783 -1.938 -0.171 -0.274
C -4.830 -1.067 0.102 -0.013
C -4.730 0.266 -0.257 -0.030
C -3.602 0.759 -0.893 -0.254
C -2.563 -0.121 -1.171 -0.038
C -2.648 -1.450 -0.819 0.008
H -1.841 -2.135 -1.027 0.118
H -1.671 0.235 -1.667 0.113
C -3.476 2.227 -1.199 -0.148
H -4.424 2.623 -1.567 0.116
H -2.723 2.376 -1.976 0.108
C -3.077 2.990 0.078 -0.097
C -1.909 2.289 0.759 -0.489
O -2.024 1.702 1.812 0.080
N -0.756 2.385 0.044 0.127
C 0.475 1.757 0.270 -0.233
C 0.671 0.804 1.265 -0.002
C 1.902 0.207 1.422 -0.010
C 2.988 0.519 0.594 -0.233
C 2.778 1.482 -0.397 -0.028
C 1.547 2.087 -0.552 -0.029
H 1.416 2.824 -1.334 0.110
H 3.571 1.766 -1.071 0.097
N 4.226 -0.066 0.835 -0.106
C 4.313 -1.495 1.067 -0.136
H 3.407 -1.867 1.540 0.110
C 4.532 -2.233 -0.262 -0.185
H 4.684 -3.301 -0.095 0.125
O 5.690 -1.774 -0.925 -0.133
C 5.614 -0.386 -1.174 -0.190
C 5.412 0.385 0.136 -0.145
H 5.363 1.459 -0.039 0.118
H 6.267 0.182 0.791 0.129
H 6.557 -0.112 -1.651 0.125
H 4.782 -0.179 -1.865 0.121
H 3.649 -2.086 -0.905 0.130
H 5.165 -1.683 1.730 0.129
H 2.026 -0.505 2.223 0.108
H -0.146 0.544 1.917 0.103
H -0.779 2.965 -0.784 0.140
H -3.911 2.988 0.781 0.120
H -2.819 4.025 -0.159 0.116
H -5.550 0.932 -0.031 0.118
H -5.725 -1.409 0.599 0.102
H -4.622 -4.854 0.998 0.092
H -5.786 -3.734 0.249 0.094



Which of them is most stable? Easy: 2.



## 1
11
Properties=species:S:1:pos:R:3:lowdin_charge:R:1 method="wB97M-V/def2-TZVPD" lumo_energy_ev=0.11 gap_ev=8.34
C 0.160 -0.210 -0.818 -0.546
C -0.533 0.643 0.138 -0.086
N -0.392 -1.457 -1.119 -0.057
N -0.138 -1.866 -2.288 -0.344
N 0.595 0.396 -2.077 -0.313
S 0.621 -0.783 -3.250 0.896
H 1.465 -0.693 -0.069 0.193
H -0.619 0.121 1.084 0.083
H -1.482 0.928 -0.134 0.052
H 0.011 1.601 0.295 0.099
H 1.407 0.867 -1.982 0.022



## 2
11
Properties=species:S:1:pos:R:3:lowdin_charge:R:1 method="wB97M-V/def2-TZVPD" lumo_energy_ev=0.45 gap_ev=9.09
C 0.327 -0.339 -0.610 -0.910
C -0.251 1.772 0.654 -0.293
H 1.616 -0.073 -2.228 0.110
H 1.081 -1.695 -1.921 0.094
H 0.679 1.576 -1.147 0.122
H -0.076 2.852 0.471 0.116
H -0.932 0.408 1.767 -0.045
N 0.942 -0.696 -1.770 0.056
N 0.283 1.015 -0.417 0.014
N -0.824 1.412 1.714 0.100
S -0.352 -1.486 0.381 0.637



Which of them is most stable? Easy: 2.



## 1
17
Properties=species:S:1:pos:R:3:lowdin_charge:R:1 method="wB97M-V/def2-TZVPD" lumo_energy_ev=6.44 gap_ev=8.00 charge=-2
C -0.282 -2.198 -0.473 -0.147
C -0.406 -0.819 0.241 -0.151
C -0.923 -3.193 0.728 -0.744
O -0.401 -3.104 1.861 -0.135
O -2.027 -3.735 0.467 -0.140
H -1.039 -2.512 -1.273 0.091
H 0.804 -2.396 -0.564 0.076
H -0.653 -0.941 1.320 0.074
H -1.204 -0.138 -0.078 0.060
H 0.567 -0.410 0.269 0.039
C -0.059 2.336 -0.427 -0.055
C 1.166 3.278 -0.852 -0.782
O 1.887 2.846 -1.760 -0.106
O 1.314 4.245 -0.053 -0.151
H -1.044 2.360 -0.854 0.036
H -0.067 2.768 0.567 0.044
H 0.078 1.268 -0.472 -0.008



## 2
17
Properties=species:S:1:pos:R:3:lowdin_charge:R:1 method="wB97M-V/def2-TZVPD" lumo_energy_ev=6.49 gap_ev=7.86 charge=-2
C 1.238 1.067 0.310 -0.202
C 1.757 -0.347 0.426 -0.150
C 1.301 1.908 1.632 -0.741
O 0.365 2.761 1.694 -0.136
O 2.256 1.889 2.434 -0.111
H 1.788 1.543 -0.393 0.055
H 0.196 1.100 -0.001 0.078
H 1.667 -0.789 1.414 0.042
H 2.891 -0.452 0.286 0.069
H 1.157 -1.145 -0.240 0.096
C -1.931 -0.899 -0.487 -0.055
C -2.285 -1.292 -1.942 -0.800
O -2.864 -0.335 -2.578 -0.163
O -2.091 -2.467 -2.231 -0.101
H -1.706 -1.881 0.134 0.096
H -2.662 -0.352 0.029 0.032
H -1.077 -0.308 -0.485 -0.009



Which of them is most stable? Easy: 2.



## 1
8
Properties=species:S:1:pos:R:3:lowdin_charge:R:1 method="wB97M-V/def2-TZVPD" lumo_energy_ev=0.13 gap_ev=9.70 smiles="ClP1C=COO1"
C 1.045 0.293 -0.368 -0.166
C 0.538 -0.538 0.560 -0.258
O 0.205 1.303 -0.746 -0.075
O -1.093 1.155 -0.103 -0.406
P -1.225 -0.137 0.872 0.666
Cl -2.379 -1.294 -0.581 0.066
H 2.017 0.605 -0.690 0.133
H 0.891 -1.388 1.056 0.038



## 2
8
Properties=species:S:1:pos:R:3:lowdin_charge:R:1 method="wB97M-V/def2-TZVPD" lumo_energy_ev="-0.20 / -0.84" gap_ev="7.69 / 7.56"
C 0.941 1.409 -0.237 -0.316
C -1.420 -0.447 0.003 -0.469
O -0.173 1.430 0.119 -0.046
O 2.547 -0.241 0.858 -0.521
P 2.225 0.082 -0.526 0.678
Cl -0.080 -1.358 -0.493 0.601
H -2.245 -0.328 -0.754 0.042
H -1.795 -0.548 1.029 0.031



Which of them is most stable? Easy: 1.